{"formula": "C36H44N4ReSbSe4", "method": "ωB97M-V with the def2-TZVPD basis set", "spin_multiplicity": 4, "charge": -1, "orbital_gap_ev": [5.21, 5.04], "energy_ev": -314066.6312, "molar_mass_g_mol": 1156.58, "elements": ["Re", "C", "C", "C", "C", "C", "C", "C", "N", "C", "C", "C", "C", "C", "C", "C", "C", "C", "C", "N", "C", "C", "C", "N", "C", "C", "C", "C", "C", "C", "C", "C", "C", "C", "C", "C", "C", "C", "N", "C", "C", "H", "H", "H", "H", "H", "H", "H", "H", "H", "H", "H", "H", "H", "H", "H", "H", "H", "H", "H", "H", "H", "H", "H", "H", "H", "H", "H", "H", "H", "H", "H", "H", "H", "H", "H", "H", "H", "H", "H", "H", "H", "H", "H", "H", "Se", "Sb", "Se", "Se", "Se"], "positions_angstrom": [[-0.60072, -0.49731, 0.00371], [2.56015, 0.02108, 5.59774], [1.29249, -0.80651, 5.37696], [0.49048, -0.32063, 4.21224], [-0.47411, 0.64077, 4.20190], [-1.04191, 1.39880, 5.35841], [-2.46343, 0.95319, 5.70319], [-0.84943, 0.83160, 2.82044], [-0.20045, -0.07504, 2.03467], [0.70251, -0.70755, 2.83836], [1.79372, -1.42074, 2.37804], [2.18274, -1.55447, 1.05272], [3.32794, -2.31544, 0.62640], [4.31110, -2.98194, 1.53532], [3.83671, -4.36701, 1.97894], [3.27016, -2.37788, -0.73243], [2.08918, -1.65555, -1.12945], [1.58616, -1.66889, -2.42444], [0.44989, -1.02511, -2.86277], [-0.35617, -0.27636, -2.05622], [-1.10997, 0.50630, -2.87763], [-1.77712, 1.63843, -2.45863], [-1.76806, 2.16434, -1.17410], [-1.20794, 1.58444, -0.06734], [-1.67513, 2.29235, 1.00736], [-1.55893, 1.91670, 2.33690], [-2.44174, 3.42856, 0.56033], [-2.49836, 3.35004, -0.79730], [-3.16867, 4.27880, -1.75726], [-2.17821, 5.18247, -2.49284], [-3.02340, 4.47183, 1.45914], [-1.97164, 5.46344, 1.96016], [-0.91039, 0.10383, -4.25255], [0.06526, -0.83999, -4.24426], [0.64514, -1.59432, -5.39507], [0.17951, -3.05208, -5.40756], [-1.62362, 0.69448, -5.42328], [-0.92796, 1.94149, -5.97198], [1.48640, -1.09784, -0.03399], [4.22063, -3.05935, -1.66413], [5.14594, -2.07549, -2.38234], [3.13983, -0.35760, 6.44126], [2.30943, 1.06454, 5.79600], [3.19420, 0.00281, 4.71006], [0.67244, -0.77685, 6.27614], [1.55642, -1.85720, 5.23286], [-1.03501, 2.47015, 5.13490], [-0.39264, 1.27142, 6.22806], [-3.13042, 1.08210, 4.84987], [-2.86230, 1.52310, 6.54378], [-2.48034, -0.10557, 5.96428], [2.43795, -1.86742, 3.12399], [4.49412, -2.35297, 2.41073], [5.27388, -3.06829, 1.02489], [2.87122, -4.30420, 2.48238], [4.55318, -4.83344, 2.65736], [3.70356, -5.02049, 1.11568], [2.16259, -2.20524, -3.16638], [-2.32697, 2.18927, -3.20974], [-2.01735, 2.56654, 3.07028], [-3.89554, 4.89082, -1.21907], [-3.74718, 3.70035, -2.48259], [-1.62659, 5.80773, -1.78833], [-2.69007, 5.83585, -3.20171], [-1.44612, 4.58843, -3.04243], [-3.51399, 3.99345, 2.31127], [-3.81050, 5.00966, 0.92656], [-1.18010, 4.94620, 2.50459], [-2.41290, 6.20991, 2.62306], [-1.50419, 5.98370, 1.12242], [1.73893, -1.55030, -5.35606], [0.35950, -1.10322, -6.32828], [0.45115, -3.55896, -4.48136], [0.61829, -3.59516, -6.24692], [-0.90670, -3.10809, -5.47593], [-2.65071, 0.93211, -5.13654], [-1.70555, -0.06092, -6.20781], [-0.84920, 2.71356, -5.20428], [-1.47287, 2.35928, -6.82016], [0.08583, 1.70496, -6.29979], [3.66090, -3.64332, -2.39958], [4.81564, -3.78293, -1.10216], [4.56781, -1.34933, -2.95561], [5.82158, -2.59265, -3.06594], [5.74748, -1.51765, -1.66260], [-3.05072, -3.01849, -3.13930], [-3.10375, -2.99627, -0.73796], [-3.10114, -0.58576, 0.04307], [-0.71071, -2.99752, 0.11420], [-4.59548, -4.37702, 0.52210]], "atomic_forces_ev_per_a": [[0.255, 0.252, 0.060], [0.031, 0.019, 0.011], [-0.016, -0.045, 0.033], [-0.058, 0.060, -0.014], [0.041, -0.057, -0.030], [0.047, 0.044, 0.009], [-0.037, -0.027, -0.010], [-0.037, 0.041, 0.016], [-0.016, 0.026, -0.061], [0.044, -0.073, 0.017], [-0.060, 0.043, -0.099], [-0.035, 0.009, 0.096], [0.004, 0.008, -0.058], [0.063, 0.036, 0.005], [-0.022, -0.035, 0.003], [0.002, -0.010, 0.054], [0.008, 0.021, 0.044], [-0.062, 0.039, 0.026], [0.012, 0.009, 0.044], [-0.052, -0.052, 0.005], [0.005, -0.026, 0.015], [0.028, -0.071, 0.019], [0.012, 0.029, 0.048], [-0.115, 0.044, -0.080], [0.002, -0.053, 0.084], [0.048, -0.061, -0.083], [0.011, 0.017, -0.041], [0.008, -0.005, 0.038], [-0.062, -0.007, 0.008], [0.035, 0.028, -0.025], [-0.050, -0.003, -0.007], [0.025, 0.022, 0.009], [0.073, -0.031, 0.032], [-0.060, 0.066, -0.029], [0.023, 0.004, -0.021], [-0.011, -0.035, -0.031], [-0.056, -0.010, -0.045], [0.019, 0.030, -0.010], [0.012, -0.133, -0.088], [-0.002, -0.045, 0.008], [0.016, 0.021, -0.011], [0.006, -0.006, 0.010], [-0.014, 0.001, 0.002], [-0.001, -0.008, -0.006], [0.010, 0.013, 0.000], [0.001, 0.013, -0.019], [-0.014, -0.006, -0.001], [-0.011, -0.014, -0.003], [0.002, 0.008, -0.001], [-0.010, 0.006, 0.009], [0.006, -0.002, 0.009], [0.011, -0.002, 0.002], [-0.015, -0.011, 0.001], [-0.012, -0.013, 0.001], [-0.001, 0.007, 0.007], [0.006, -0.003, 0.008], [0.004, 0.002, -0.008], [0.007, -0.002, -0.006], [-0.003, 0.015, -0.007], [-0.005, 0.015, 0.004], [0.019, 0.013, -0.004], [0.013, 0.000, -0.004], [-0.011, -0.006, 0.010], [-0.002, 0.001, -0.001], [-0.006, -0.003, -0.004], [0.014, 0.000, -0.002], [0.016, 0.007, 0.001], [-0.003, -0.003, 0.004], [-0.007, 0.000, 0.002], [-0.005, 0.000, -0.006], [-0.013, -0.009, 0.022], [-0.013, -0.003, -0.001], [0.006, 0.001, 0.011], [0.007, -0.002, -0.010], [0.003, 0.006, 0.001], [0.008, 0.006, 0.009], [0.024, 0.004, 0.002], [-0.003, 0.000, 0.007], [-0.011, 0.002, -0.010], [0.003, -0.011, -0.002], [-0.004, 0.009, -0.003], [0.011, 0.016, -0.001], [-0.002, -0.003, -0.007], [-0.001, -0.005, -0.002], [-0.001, -0.005, 0.009], [-0.001, 0.011, -0.098], [-0.058, -0.040, 0.070], [-0.169, 0.111, 0.052], [0.136, -0.163, 0.014], [0.006, -0.033, -0.002]]}